Entry 1:
{"formula": "FNO4P", "method": "ωB97M-V with the def2-TZVPD basis set", "e_tot_ev": -21686.286, "multiplicity": 1, "homo_lumo_gap_ev": 10.152, "charge": -1, "symbols": ["N", "O", "O", "O", "O", "F", "P"], "positions_angstrom": [[-1.18, 0.57, -0.04], [2.08, 0.86, 0.07], [1.37, -1.58, -0.32], [-0.17, 0.09, 1.13], [-0.50, 0.44, -1.09], [-2.34, -0.48, 0.18], [1.03, -0.16, 0.03]], "mulliken_charge": [0.367, -0.625, -0.632, -0.319, -0.355, -0.355, 0.918]}

---

Entry 2:
{"formula": "FO2PmS", "method": "ωB97M-V with the def2-TZVPD basis set", "e_tot_ev": -34192.129, "multiplicity": 6, "homo_lumo_gap_ev": [7.490, 6.163], "charge": 1, "symbols": ["Pm", "F", "S", "O", "O"], "positions_angstrom": [[-1.64, 0.53, -0.41], [2.10, -1.23, 0.09], [2.12, 0.37, 0.31], [0.77, 0.86, -0.10], [-3.35, -0.53, 0.11]], "mulliken_charge": [1.675, -0.154, 0.696, -0.480, -0.737]}

---

Entry 3:
{"formula": "FO2SSn", "method": "ωB97M-V with the def2-TZVPD basis set", "e_tot_ev": -23474.930, "multiplicity": 2, "homo_lumo_gap_ev": [8.700, 5.770], "charge": 0, "symbols": ["Sn", "F", "S", "O", "O"], "positions_angstrom": [[-1.48, 0.85, -0.68], [2.01, -1.14, -0.33], [0.91, -0.11, 0.78], [0.38, 0.98, -0.12], [-1.82, -0.58, 0.35]], "mulliken_charge": [0.837, -0.365, 0.545, -0.425, -0.591]}

---

Entry 4:
{"formula": "FO5P", "method": "ωB97M-V with the def2-TZVPD basis set", "e_tot_ev": -22233.804, "multiplicity": 1, "homo_lumo_gap_ev": 9.897, "charge": 0, "symbols": ["O", "O", "O", "O", "O", "F", "P"], "positions_angstrom": [[-0.88, -1.85, 0.08], [2.03, 0.18, -0.10], [1.01, 0.06, -1.09], [1.19, 0.11, 1.07], [-0.98, 1.06, 0.10], [-2.31, 0.67, -0.13], [-0.05, -0.22, 0.08]], "mulliken_charge": [-0.512, 0.012, -0.132, -0.141, -0.068, -0.059, 0.899]}

---

Please write out number 1 again, unchanged.
{"formula": "FNO4P", "method": "ωB97M-V with the def2-TZVPD basis set", "e_tot_ev": -21686.286, "multiplicity": 1, "homo_lumo_gap_ev": 10.152, "charge": -1, "symbols": ["N", "O", "O", "O", "O", "F", "P"], "positions_angstrom": [[-1.18, 0.57, -0.04], [2.08, 0.86, 0.07], [1.37, -1.58, -0.32], [-0.17, 0.09, 1.13], [-0.50, 0.44, -1.09], [-2.34, -0.48, 0.18], [1.03, -0.16, 0.03]], "mulliken_charge": [0.367, -0.625, -0.632, -0.319, -0.355, -0.355, 0.918]}